(1)
A cluster of 5 separate species, C68H50ClFN2O8 in total, computed with the ωB97M-V functional and the def2-TZVPD basis.

```
! wB97M-V def2-TZVPD RIJCOSX def2/J DEFGRID3
* xyz 0 1
Cl -0.91392 -3.91316 -3.14560
F 0.37133 -2.40780 -1.16493
O 8.43080 -2.17494 1.31125
O -10.23208 3.10668 -7.12917
O 1.33934 -9.77261 0.99566
O 3.19642 -4.80049 0.41460
O 0.72468 8.44276 3.75064
O 2.71159 4.98142 7.29741
O 4.39922 0.94418 2.90052
O -6.99226 -0.92994 -5.81861
N -2.84203 1.52425 -2.12991
N 1.14884 -0.03686 -4.02051
C 0.53482 -5.25821 -0.30396
C -5.93566 1.65290 -5.66307
C 4.10043 -0.90748 -0.84544
C -0.77282 -5.56376 -0.68475
C 3.92566 -9.26072 1.92826
C -5.46385 2.96591 -5.62779
C 0.89671 -7.56774 0.31885
C -1.76654 -1.07744 0.32579
C 5.72091 -7.65705 2.15160
C 0.06650 9.19029 7.82052
C -8.08722 2.44231 -6.44189
C 3.12067 -8.28034 1.33354
C 7.58637 -0.72749 2.95663
C -9.48014 2.17947 -6.85514
C 7.77182 0.67019 5.36962
C 4.15138 -0.28259 0.40146
C -3.89986 -1.20501 -3.79030
C 3.08746 4.38917 4.59193
C 0.66207 -0.80248 -3.07438
C -9.95215 0.78243 -6.94214
C 2.22938 5.75938 6.48227
C 6.64091 0.81352 4.56417
C -1.97567 0.73413 -1.58310
C 7.51823 -1.43764 1.66314
C 5.27765 -0.44138 1.21978
C 0.27971 8.99253 6.45556
C -1.28838 2.08464 1.45214
C 2.66808 5.02472 2.29825
C -7.24718 1.39013 -6.08043
C -6.29714 4.01740 -6.00842
C 0.06345 1.94949 0.51295
C 2.76060 -5.93453 0.57651
C -7.72544 -0.00485 -6.14853
C 0.34124 0.45676 -0.08871
C -10.83973 -1.85580 -7.19185
C 6.28786 -1.86120 -0.45797
C 8.80227 -0.18490 4.97972
C -11.26254 0.51803 -7.36128
C 1.86055 6.41895 4.10856
C 5.17062 -1.68997 -1.27819
C -0.90398 -0.26563 -0.85478
C 1.99191 6.16516 2.73700
C -9.53939 -1.59416 -6.75719
C -1.24153 -6.87324 -0.58190
C 1.75602 -8.62586 0.88808
C -2.29318 -1.61708 -4.00590
C 3.61294 -6.98719 1.16368
C 4.91924 -6.67699 1.56453
C 5.22233 -8.94573 2.34026
C 3.22166 4.14175 3.22496
C -0.43203 -1.40609 -1.96275
C 5.33737 0.25254 2.52142
C -9.09670 -0.27230 -6.62610
C 1.37327 -6.26344 0.19300
C 2.39688 5.52526 5.03435
C 1.15638 7.63444 4.56333
C -7.60920 3.75889 -6.41089
C 6.33928 -1.23965 0.79657
C -11.70322 -0.80043 -7.48439
C 1.46710 6.93950 6.93633
C -1.65678 -2.24919 -2.63894
C 0.17741 3.16763 -0.62866
C 0.54061 8.25874 8.74380
C 1.24567 7.13698 8.30471
C 6.54522 0.10848 3.35825
C 0.97179 7.85817 6.01176
C 8.71273 -0.88360 3.77495
C -0.41032 -7.87589 -0.08044
H -1.42481 -4.77987 -1.06368
H 0.89556 -4.23472 -0.39193
H 3.54512 -10.27012 2.07630
H -4.05424 -0.13904 -4.30169
H 3.22689 -0.77980 -1.48109
H -11.17921 -2.88353 -7.30000
H -2.54415 -2.52009 -1.92725
H -1.82302 -2.23077 0.14262
H -0.78484 -8.89469 0.00214
H -1.11596 3.01192 2.18173
H 9.67955 -0.30370 5.61185
H -2.25764 -7.11323 -0.88727
H 3.31419 0.33076 0.73054
H 3.51805 3.69279 5.30960
H 5.31359 -5.67181 1.42493
H 3.75470 3.25709 2.88340
H -5.27779 0.83668 -5.36915
H 0.36338 8.40640 9.80680
H -5.92638 5.03998 -5.99010
H 7.11781 -2.47635 -0.80203
H 0.97277 2.17627 1.25457
H 1.61734 6.41663 9.03159
H 5.84383 -9.70713 2.80659
H -2.89565 -0.69105 0.32102
H -2.31279 -2.45476 -4.85079
H -8.25430 4.58585 -6.70345
H 2.76437 4.82688 1.23286
H 5.13504 -2.16927 -2.25415
H -1.48577 1.16424 2.14999
H -11.94040 1.33664 -7.59668
H 5.83807 1.47887 4.87748
H -1.36167 -0.88070 1.40572
H 9.52343 -1.54504 3.47444
H 7.84734 1.22447 6.30249
H 1.56538 6.85115 2.00686
H -4.20060 -1.11550 -2.66151
H 0.43124 4.18383 -0.09243
H -2.24982 2.27754 0.77184
H 0.64004 -0.23056 0.84115
H -4.58884 -1.94510 -4.41161
H -4.44404 3.16762 -5.30731
H -12.71957 -1.00416 -7.81432
H -0.09808 9.72108 5.74035
H -0.47501 10.06928 8.16326
H -8.87251 -2.42304 -6.52564
H -1.77804 -0.64640 -4.40534
H 0.98569 2.90048 -1.44696
H -0.87865 3.26620 -1.17206
H 1.34250 0.53471 -0.72985
H 6.73346 -7.41329 2.46583
*
```

Kohn-Sham gap: 8.449 eV
HOMO: -9.60 eV
SMILES string: CC[C@@H](Cl)[C@@](F)(C#N)[C@](C)(C#N)CC(C)C.O=C1c2ccccc2C(=O)c2ccccc21.O=C1c2ccccc2C(=O)c2ccccc21.O=C1c2ccccc2C(=O)c2ccccc21.O=C1c2ccccc2C(=O)c2ccccc21

These are the Löwdin partial charges, in e, on atoms 1 to 4:
1. Cl 0.64
2. F -0.12
3. O 0.10
4. O 0.10



(2)
The ion C6H13N2 with charge +1, computed with the ωB97M-V functional and the def2-TZVPD basis.

```
! wB97M-V def2-TZVPD RIJCOSX def2/J DEFGRID3
* xyz 1 1
N -1.67681 -0.36198 0.23069
N 2.07893 0.00229 -0.39774
C 0.07191 1.40244 -0.10880
C 3.30780 -0.72697 0.05107
C -3.01399 -0.66584 -0.20685
C -0.72491 -1.18018 0.34351
C -1.32573 1.08072 0.28737
C 0.97549 0.22189 0.32500
H 4.15997 -0.02366 -0.06839
H -3.82712 -0.40626 0.57810
H 0.46252 2.37927 0.36243
H 1.07304 0.44767 1.38317
H -3.07761 0.02025 -1.12731
H 3.53137 -1.60743 -0.68195
H 3.21269 -1.19145 1.05295
H 2.00974 0.05109 -1.38954
H 0.03349 1.53174 -1.27623
H -3.02075 -1.67329 -0.53421
H -1.99421 1.41769 -0.49590
H -1.60913 1.54943 1.27322
H -0.64667 -2.26743 0.39940
*
```

ΔE to the lowest compared entry with this formula, charge and spin: 339.1 kJ/mol
Kohn-Sham gap: 9.254 eV
HOMO: -12.65 eV

These are the Löwdin partial charges, in e, on atoms 1 to 4:
1. N -0.21
2. N -0.05
3. C -0.14
4. C -0.04



(3)
A cluster of 2 separate species, C10H16 in total, computed with the ωB97M-V functional and the def2-TZVPD basis.

```
! wB97M-V def2-TZVPD RIJCOSX def2/J DEFGRID3
* xyz -1 2
C 0.62287 -1.04515 -2.59371
C 0.20826 -0.10911 -1.61945
C 0.23409 1.65088 2.35100
C -1.12237 -1.87177 -0.53550
C -0.84109 -2.74532 -1.65603
C 0.72398 3.15497 0.31863
C -1.63171 -2.56913 0.69125
C 0.00413 -2.28707 -2.68603
C -0.49163 -0.65594 -0.48128
C 1.25259 2.44075 1.54211
H 0.43394 0.58301 2.23847
H -1.97176 -1.91840 1.50867
H 0.36813 -2.94604 -3.47172
H -0.79594 -3.09320 1.18153
H -0.81762 1.77974 2.11144
H 0.42817 1.74465 3.42228
H 1.31807 4.02813 0.02079
H -1.40190 -3.67506 -1.73861
H -0.41250 -0.23070 0.52085
H 2.07791 1.79665 1.21905
H 0.79909 2.51666 -0.54892
H 1.84604 3.14136 2.14810
H 1.45424 -0.91051 -3.28802
H -0.28955 3.54183 0.43820
H -2.44640 -3.26044 0.49176
H 0.45096 0.93919 -1.58486
*
```

ΔE to the lowest compared entry with this formula, charge and spin: 89.9 kJ/mol
Kohn-Sham gap (spin up / spin down): 2.884 / 6.703 eV
HOMO (spin up / spin down): 0.69 / -3.15 eV

These are the Löwdin partial charges, in e, on atoms 1 to 4:
1. C -0.21
2. C -0.18
3. C -0.13
4. C -0.36



(4)
A structure of composition C32H56N3OP2Re, computed with the ωB97M-V functional and the def2-TZVPD basis.

```
! wB97M-V def2-TZVPD RIJCOSX def2/J DEFGRID3
* xyz 3 4
Re -0.40043 -0.30219 0.55730
P 0.61956 -2.38725 0.08405
P -0.68114 1.96943 1.12730
O -1.57529 -1.32217 3.21785
N 1.57265 -0.03327 1.54314
N 0.60595 0.24104 -1.35913
N -2.09328 -0.45959 -0.17201
C 2.76256 1.08396 3.30607
C 1.60596 -2.57925 -2.55593
C -3.07708 1.41566 2.59761
C -0.85222 -4.28218 1.47719
C 3.78726 -0.70613 2.07288
C -3.19438 3.28497 0.99165
C -5.26141 -1.87459 -1.00227
C 1.08806 -3.32159 2.74237
C -3.23655 -0.54423 -0.42465
C -0.16952 4.85932 0.94838
C 2.42772 -1.91703 0.28375
C 0.03546 3.53773 0.20156
C 2.65908 2.73454 -3.12564
C 2.60668 -0.84845 1.33994
C 0.60521 -3.81174 1.36523
C -2.28999 2.60097 2.02731
C -0.63355 3.57036 -1.16839
C 1.53419 -4.98285 0.99669
C 0.43469 -3.07554 -1.70442
C 2.58535 0.41117 -3.96454
C 0.60567 1.88606 -4.26149
C 0.38280 -4.60134 -1.82784
C -0.87017 -2.50564 -2.27676
C -4.67464 -0.65085 -0.28174
C 3.83528 0.23730 3.10374
C -1.98071 3.51846 3.21771
C -1.10302 -0.92837 2.20413
C 1.19405 1.07738 -1.95615
C 1.64712 1.01442 2.42803
C 1.55158 3.37814 0.05642
C 0.62462 1.97089 2.33562
C 1.75636 1.52410 -3.32419
H 3.07159 0.78059 -4.88041
H -2.54385 0.90692 3.40701
H -4.93214 -0.68504 0.79272
H -5.10396 0.26855 -0.71157
H 2.10082 3.57379 -2.69632
H 2.05917 3.35116 1.02674
H 1.96190 -0.43960 -4.26763
H -1.47596 -3.52368 1.96755
H 0.46021 -2.53183 3.15727
H 2.51748 -4.65989 0.63548
H -4.69773 -2.78401 -0.76359
H 0.32650 4.85567 1.92688
H 0.31152 5.65249 0.35320
H -4.01886 1.80225 3.01956
H 1.95065 4.22789 -0.51646
H -1.21748 5.14883 1.06873
H 3.37984 0.06769 -3.28910
H 3.08007 3.06425 -4.08612
H 4.71919 0.29914 3.73624
H -6.30047 -2.04234 -0.70113
H 2.74264 1.84113 4.08619
H -0.02396 1.01033 -4.47056
H -1.45055 4.43606 2.95520
H -5.23812 -1.72620 -2.08724
H 2.56869 -3.01332 -2.25255
H -0.02042 2.68266 -3.84389
H -2.77862 4.21404 0.59034
H 1.03573 -4.17423 3.43659
H -3.33686 0.68578 1.81877
H -1.72591 3.63474 -1.10964
H 1.70817 -5.57902 1.90592
H -0.37618 2.66731 -1.73283
H 0.15097 -4.84741 -2.87693
H -1.40724 2.99214 3.98980
H 2.12793 -2.97547 2.71442
H 3.49003 2.48078 -2.45687
H -2.94053 3.82519 3.66324
H 3.03317 -2.79390 0.53529
H 1.00089 2.24401 -5.22333
H -0.26737 4.44468 -1.72775
H 0.57219 2.69914 3.15146
H -0.40242 -5.05458 -1.21267
H -1.29963 -4.52239 0.50352
H 1.09617 -5.66459 0.26359
H 1.67510 -1.48892 -2.51900
H -0.84923 -1.40994 -2.30753
H 2.80675 -1.53701 -0.67488
H -4.14903 3.54262 1.47631
H 1.80910 2.45763 -0.47901
H -0.99468 -2.87549 -3.30613
H -0.87832 -5.19091 2.09737
H 1.35025 -5.06783 -1.60765
H -1.74296 -2.82462 -1.68961
H 1.43428 -2.86460 -3.60680
H 4.61641 -1.36798 1.84047
H -3.41941 2.60568 0.15661
*
```

ΔE to the lowest compared entry with this formula, charge and spin: 21.2 kJ/mol
Kohn-Sham gap (spin up / spin down): 7.820 / 6.177 eV
HOMO (spin up / spin down): -16.43 / -17.83 eV

These are the Löwdin partial charges, in e, on atoms 1 to 4:
1. Re 1.12
2. P 1.06
3. P 1.03
4. O 0.15



- What is the formula in the second record?
  C6H13N2